1.
Density functional theory data (the ωB97M-V functional and the def2-TZVPD basis) for a 3-piece molecular cluster, C15H32N2O6 overall.

As for the largest force on an atom: 1.55 eV/Å. The SMILES is NC(=O)CC[C@@H]1CCNC1=O.COCCOC.COCCOC. The spin multiplicity is 1. The HOMO energy is -9.2 eV.

```
55
Properties=species:S:1:pos:R:3:forces:R:3:nbo_charge:R:1
N 2.2712 1.2854 0.1782 -0.7 -0.5 0.1 -0.929
C 2.8823 0.2030 0.8945 1.5 -0.2 0.2 0.710
O 4.0965 0.0998 0.9744 -1.2 0.1 -0.2 -0.543
C 1.9960 -0.8303 1.5556 0.0 0.0 -0.5 -0.516
C 0.7209 -1.2636 0.8234 0.5 0.4 0.1 -0.381
C -0.3267 -0.1943 0.5758 -0.9 -0.7 0.3 -0.345
C -0.7911 0.5953 1.7898 -0.7 0.9 -0.3 -0.420
C -2.2145 0.9188 1.3522 -0.5 -0.9 -0.1 -0.212
N -2.7416 -0.3862 0.8760 0.5 0.4 -0.2 -0.661
C -1.6415 -0.9550 0.1928 0.3 -0.5 -0.5 0.701
O -1.6917 -1.9131 -0.5475 -0.1 0.5 0.7 -0.561
H 2.4319 2.1568 0.6568 0.2 0.2 0.0 0.389
H 2.6614 1.3303 -0.7500 0.3 0.2 -0.1 0.390
H 2.6403 -1.6994 1.6393 0.1 -0.2 0.2 0.239
H 1.7819 -0.5095 2.5731 -0.1 0.2 0.1 0.231
H 0.2648 -2.0383 1.4361 -0.1 -0.2 0.1 0.207
H 1.0071 -1.7495 -0.1037 -0.1 0.0 -0.3 0.236
H -0.0654 0.5035 -0.2071 0.2 0.0 -0.3 0.253
H -0.8566 -0.0043 2.6935 0.2 -0.2 0.2 0.196
H -0.2898 1.5366 1.9998 0.6 -0.1 0.0 0.215
H -2.8540 1.3713 2.0980 -0.1 0.0 0.2 0.205
H -2.2315 1.5283 0.4559 0.2 0.6 0.1 0.206
H -3.0571 -0.9913 1.6195 -0.4 -0.2 0.0 0.385
C 1.7689 -4.5290 -0.3474 0.0 0.0 0.0 -0.254
O 2.7529 -3.7216 -0.9715 0.0 -0.1 0.0 -0.557
C 3.9506 -3.6060 -0.2175 0.0 0.2 -0.2 -0.094
C 5.0360 -4.5196 -0.7400 0.1 -0.1 0.1 -0.087
O 4.6981 -5.8880 -0.5835 -0.1 0.0 0.0 -0.551
C 4.2185 -6.4902 -1.7714 0.0 0.0 0.0 -0.254
H 0.9919 -4.7355 -1.0808 0.0 0.1 0.0 0.198
H 2.1817 -5.4752 0.0096 0.0 0.0 0.0 0.179
H 1.3210 -3.9919 0.4948 0.0 -0.1 0.0 0.163
H 3.7604 -3.8168 0.8398 0.0 0.0 0.0 0.171
H 4.2926 -2.5691 -0.2993 0.0 0.0 0.0 0.193
H 5.9518 -4.3408 -0.1687 0.0 0.0 0.0 0.186
H 5.2432 -4.2931 -1.7902 0.0 0.0 0.0 0.174
H 5.0386 -6.6578 -2.4781 0.0 0.0 0.0 0.166
H 3.4483 -5.8814 -2.2503 0.0 0.0 0.0 0.180
H 3.7887 -7.4530 -1.5006 0.0 0.0 0.0 0.190
C -5.7489 5.4652 -0.1932 0.0 0.0 0.0 -0.254
O -4.6436 6.2081 -0.6752 0.0 -0.1 0.0 -0.550
C -3.4828 6.0802 0.1272 0.0 0.2 -0.1 -0.088
C -2.4934 5.1013 -0.4646 0.1 -0.1 0.1 -0.087
O -3.0057 3.7787 -0.4844 -0.1 0.0 -0.1 -0.559
C -3.4911 3.3794 -1.7556 0.0 -0.1 0.0 -0.258
H -6.5016 5.4513 -0.9792 0.0 0.0 0.0 0.192
H -5.4697 4.4371 0.0482 0.0 0.0 0.0 0.178
H -6.1758 5.9424 0.6956 0.0 0.0 0.0 0.167
H -3.7495 5.7770 1.1443 0.0 0.0 0.0 0.172
H -3.0121 7.0668 0.1808 0.0 0.0 0.0 0.185
H -1.5914 5.0941 0.1558 0.0 0.0 0.0 0.181
H -2.2072 5.4169 -1.4721 0.0 0.0 0.0 0.176
H -2.6601 3.1807 -2.4409 0.0 0.0 0.0 0.169
H -4.1463 4.1361 -2.1919 0.0 0.0 0.0 0.182
H -4.0567 2.4594 -1.6165 0.0 0.0 0.0 0.196
```
Forces are in eV/Å.

---

2.
Density functional theory data (the ωB97M-V functional and the def2-TZVPD basis) for one molecule with the formula C15H32O3.

As for the largest force on an atom: 4.28 eV/Å. The SMILES is CCCCCC[C@@H](O)OCC(C)(C)[C@H](O)C(C)C. The spin multiplicity is 1. The value obtained for the energy above the lowest of the compared OMol25 structures with the same formula, charge and spin is 0.00 kJ/mol. The HOMO energy is -9.9 eV.

```
50
Properties=species:S:1:pos:R:3:forces:R:3:nbo_charge:R:1
C -4.8506 -2.2366 5.9040 0.7 -0.9 -0.7 -0.607
C -4.7075 -1.2832 4.6953 -1.9 2.2 3.1 -0.393
C -3.4167 -0.4742 4.7016 0.8 0.3 -0.5 -0.404
C -3.2467 0.4233 3.4185 -0.2 0.2 -0.4 -0.404
C -2.6902 -0.2731 2.1712 -0.8 -1.5 -0.1 -0.393
C -1.5762 -1.3639 2.4638 -0.4 3.1 -2.1 -0.436
C -0.9585 -1.6465 1.0527 -1.7 2.2 0.4 0.398
O -1.9591 -2.0601 0.1076 0.3 0.0 1.1 -0.734
O -0.3176 -0.4544 0.6102 -0.9 0.1 0.4 -0.558
C 0.3805 -0.5843 -0.6019 1.1 -1.1 -0.3 -0.070
C 1.2537 0.7008 -0.8313 -2.7 0.7 -0.3 -0.081
C 2.0132 1.2375 0.4113 -1.2 0.2 -0.6 -0.619
C 0.1209 1.7298 -1.1856 0.0 -0.3 -1.6 -0.624
C 2.0590 0.5805 -2.1492 0.3 0.0 -0.4 0.115
O 1.3369 -0.2299 -3.1149 0.8 0.6 -1.9 -0.758
C 3.4699 -0.0292 -2.0159 0.9 -1.0 -0.1 -0.232
C 3.5998 -1.3975 -1.1681 0.0 -0.2 -3.1 -0.621
C 4.1191 -0.1970 -3.4695 0.0 0.3 0.5 -0.635
H -4.1760 -3.0981 5.7649 0.1 0.3 0.2 0.194
H -4.5593 -1.7553 6.8550 -0.5 -0.2 -0.4 0.206
H -5.8424 -2.7266 5.9106 0.3 0.7 0.4 0.211
H -5.6069 -0.5560 4.8661 1.5 -0.9 -0.8 0.186
H -4.8846 -1.7843 3.7981 -0.1 -0.9 -1.6 0.201
H -2.5511 -1.2137 4.7689 -0.9 1.1 0.0 0.195
H -3.3538 0.1940 5.6034 -0.2 -0.7 -0.7 0.208
H -2.5590 1.2411 3.5784 0.4 0.2 0.7 0.197
H -4.1682 0.9739 3.0744 0.4 -0.8 0.8 0.205
H -2.3949 0.4652 1.4005 0.1 -0.4 0.6 0.218
H -3.5042 -0.8715 1.6930 0.4 0.5 0.2 0.200
H -0.8744 -0.9577 3.2196 0.1 -0.5 -0.7 0.213
H -2.1105 -2.1789 2.8558 -0.2 -1.5 0.4 0.212
H -0.2436 -2.3704 1.1197 2.1 -2.3 0.0 0.131
H -1.7487 -1.6106 -0.7098 -0.1 0.1 -0.3 0.477
H -0.2829 -0.8342 -1.5133 0.9 0.8 1.3 0.177
H 1.0202 -1.4681 -0.4840 0.2 0.0 -0.2 0.174
H 1.2374 1.4999 1.1864 0.9 -0.5 -0.7 0.235
H 2.6396 0.4207 0.7653 0.5 0.6 0.4 0.212
H 2.5036 2.2144 0.1242 0.0 -1.3 0.4 0.217
H 0.5076 2.7440 -1.4799 -0.2 -1.0 0.1 0.201
H -0.3418 1.1723 -2.0792 0.1 1.6 1.1 0.221
H -0.6303 1.9054 -0.4082 0.2 -0.4 0.0 0.223
H 2.0318 1.6559 -2.5345 0.9 -1.3 0.2 0.180
H 1.7709 -0.1099 -4.0489 -1.2 -0.2 2.9 0.483
H 4.0738 0.6582 -1.4328 0.3 0.5 -0.2 0.206
H 2.9873 -2.1350 -1.7416 0.2 0.3 0.8 0.212
H 4.6298 -1.8328 -1.2085 -0.6 0.8 0.0 0.215
H 3.3045 -1.3585 -0.1460 -0.4 0.2 0.6 0.207
H 3.7171 -1.0202 -4.1232 0.1 0.7 0.9 0.210
H 5.1925 -0.3906 -3.3869 -0.1 -0.1 0.2 0.221
H 4.0797 0.7584 -4.0422 -0.3 -0.5 0.4 0.209
```
Forces are in eV/Å.

---

3.
Density functional theory data (the ωB97M-V functional and the def2-TZVPD basis) for a 4-piece molecular cluster, C15H33BNO7S2 overall.

As for the largest force on an atom: 2.11 eV/Å. The spin multiplicity is 1. The value obtained for the energy above the lowest of the compared OMol25 structures with the same formula, charge and spin is 77.20 kJ/mol. As for the net charge: -1. The HOMO energy is -4.4 eV.

```
59
Properties=species:S:1:pos:R:3:forces:R:3:nbo_charge:R:1
C -0.7218 6.1428 -3.6655 0.6 -0.4 1.1 -0.706
C 0.0478 4.7906 -3.3793 -0.2 0.4 -0.2 0.394
N -0.3705 3.7101 -3.9485 0.5 0.8 0.3 -0.714
C 1.2467 4.8444 -2.3823 -1.0 -0.3 -1.8 -0.762
B 0.6155 4.8508 -0.8448 -1.2 -0.2 -1.0 0.346
O -0.8599 4.9424 -0.7971 0.3 0.4 -0.1 -0.946
S 1.4212 6.2922 0.1061 0.1 1.1 1.0 -0.367
S 1.0764 3.1362 -0.0707 0.2 -1.1 0.4 -0.392
H -0.5275 6.8050 -2.7814 -0.2 -0.3 -1.0 0.235
H -1.8277 5.9725 -3.6994 1.0 0.0 -0.2 0.207
H -0.3478 6.5961 -4.6139 -0.3 -0.2 0.7 0.204
H -1.1701 3.9605 -4.5464 0.2 -0.2 0.3 0.306
H 1.8383 5.7643 -2.6260 -0.4 -0.8 0.3 0.220
H 1.8620 3.9245 -2.5334 -0.4 0.9 -0.1 0.232
H -1.1961 4.0673 -1.0117 0.0 0.1 0.1 0.470
H 0.4600 7.2848 0.1968 0.4 -1.1 -0.2 0.137
H 0.6343 2.2618 -1.0504 0.4 0.9 0.5 0.139
O 0.9904 -0.1324 6.3210 0.1 0.2 0.1 -0.597
C 1.5644 0.4667 5.4460 -0.3 -0.2 -0.3 0.801
O 1.9618 1.7285 5.6533 0.2 0.1 0.6 -0.509
C 2.8255 2.4460 4.7592 0.0 0.3 -0.4 -0.068
C 2.0391 3.1125 3.6517 -0.1 -0.2 0.0 -0.640
C 1.7606 -0.1453 4.0846 0.5 -0.3 -0.1 -0.743
H 3.6169 1.7978 4.3759 -0.1 -0.1 0.0 0.170
H 3.3189 3.2082 5.3645 -0.1 -0.2 0.2 0.188
H 1.5225 2.3807 3.0303 0.1 0.1 -0.1 0.229
H 2.6977 3.7015 3.0127 -0.1 0.0 0.0 0.236
H 1.2753 3.7685 4.0728 0.1 0.0 0.0 0.217
H 0.8743 0.0397 3.4772 0.1 0.1 0.0 0.253
H 1.8920 -1.2202 4.2069 -0.2 0.0 0.1 0.234
H 2.6438 0.2163 3.5630 -0.2 0.1 -0.1 0.227
O 1.2374 -1.3430 0.2338 -0.2 0.1 -0.2 -0.575
C 0.0744 -1.6337 0.3357 0.2 0.0 0.4 0.795
O -0.8625 -0.8568 -0.2243 0.1 0.2 -0.5 -0.496
C -2.2421 -1.2219 -0.3359 -0.2 -0.1 0.1 -0.073
C -3.0103 -0.8476 0.9145 0.1 0.0 0.2 -0.636
C -0.3595 -2.8115 1.1660 -0.2 -0.6 -0.2 -0.747
H -2.3503 -2.2785 -0.5926 0.1 0.0 0.1 0.184
H -2.6347 -0.6572 -1.1824 0.2 0.1 0.0 0.199
H -2.6387 -1.3838 1.7894 -0.1 -0.1 -0.1 0.204
H -4.0712 -1.0733 0.7955 0.0 0.0 0.0 0.213
H -2.8950 0.2181 1.1203 0.0 0.0 -0.1 0.228
H -0.4598 -2.5018 2.2070 0.0 0.0 0.0 0.241
H 0.4078 -3.5818 1.0955 0.1 0.2 0.1 0.232
H -1.2867 -3.2686 0.8249 -0.1 0.1 0.1 0.228
O -3.1521 -5.0012 -1.3041 0.3 0.0 0.2 -0.577
C -2.1824 -5.5599 -1.7452 -0.3 0.2 -0.4 0.800
O -1.0284 -5.5245 -1.0631 0.0 0.0 0.6 -0.508
C 0.1225 -6.3143 -1.3833 0.3 0.0 -0.2 -0.067
C 0.9871 -5.6284 -2.4208 -0.1 0.1 -0.1 -0.639
C -2.2149 -6.2184 -3.0979 -0.1 -0.6 0.0 -0.744
H -0.1658 -7.3250 -1.6803 -0.1 0.1 -0.1 0.172
H 0.6857 -6.4150 -0.4547 -0.2 0.1 0.1 0.200
H 0.4545 -5.4972 -3.3639 0.0 -0.1 0.0 0.207
H 1.8910 -6.2085 -2.6119 0.0 0.0 0.0 0.217
H 1.2716 -4.6334 -2.0739 0.0 -0.1 0.0 0.234
H -1.9990 -5.4732 -3.8637 0.0 0.0 0.0 0.249
H -3.2151 -6.6181 -3.2609 0.0 0.2 0.0 0.244
H -1.5276 -7.0565 -3.1948 0.2 0.2 -0.1 0.215
```
Forces are in eV/Å.

---

DFT total energy values (in a.u.) by entry order: -1151.6013, -816.3695, -1994.1369.
Orbital gap values (in eV) by entry order: 9.73, 10.60, 6.34.
Molar mass values (in g mol⁻¹) by entry order: 336.43, 260.42, 414.37.